An isolated ion of composition C9H17N2O and charge +1 at a distorted geometry. Source: the Open Molecules 2025 dataset; level of theory: ωB97M-V/def2-TZVPD.

XYZ file:
```
29
Properties=species:S:1:pos:R:3:lowdin_charge:R:1
C 3.5543 0.5743 -1.2897 -0.087
N 2.4153 0.7271 -0.4494 0.061
C 1.7940 -0.2701 0.0251 -0.317
C 2.0691 -1.7333 -0.0461 -0.016
C 0.5893 0.0680 0.8566 -0.156
C 0.7623 -0.3009 2.3032 0.057
N -0.3085 0.8465 0.4559 0.273
C -1.3664 1.3527 0.0234 -0.233
C -1.8069 2.7340 -0.0136 0.012
C -2.3348 0.3766 -0.4993 -0.192
O -2.1175 -0.8631 0.0545 -0.194
C -2.8655 -1.9236 -0.4439 -0.064
H 3.4425 1.3854 -1.9197 0.063
H 3.7219 -0.3579 -1.8486 0.100
H 4.3305 0.7925 -0.6071 0.089
H 3.0766 -1.9270 0.2164 0.078
H 1.9431 -2.0566 -1.1246 0.115
H 1.3460 -2.4993 0.3945 0.118
H 1.7553 -0.4614 2.4889 0.073
H 0.2138 -1.2290 2.5077 0.121
H 0.3728 0.5248 2.7821 0.079
H -1.7832 3.0595 -1.0730 0.121
H -1.2382 3.5063 0.5121 0.104
H -2.9034 2.8286 0.2937 0.131
H -2.2900 0.5612 -1.5683 0.150
H -3.4868 0.6710 -0.3047 0.192
H -2.5769 -1.9958 -1.5114 0.103
H -3.8597 -1.5679 -0.3734 0.077
H -2.4492 -2.8226 0.1586 0.141
```

As for the largest force on an atom: 0.0768 Eh/bohr. The highest occupied orbital energy comes out at -13.4 eV. The molar mass comes out at 169.25 g mol⁻¹. As for the total charge: +1. The energy relative to the best compared isomer or geometry (same formula, charge and spin) is 298.34 kJ/mol. As for the LUMO energy: -3.5196 eV.